22
Properties=species:S:1:pos:R:3:forces:R:3 method="wB97M-V/def2-TZVPD" total_charge=0 gap_ev=9.69 e_tot_ha=-1008.900736 lumo_ev=0.495
C -0.62793 1.19775 -0.95639 0.549 -0.104 2.503
C 0.57978 0.25492 -0.73329 -0.884 -2.458 -1.310
C -1.12372 1.78182 0.36393 1.117 -0.449 0.443
C 0.18649 -1.28867 -0.86663 -0.585 1.655 -0.655
C -0.71564 1.54199 1.61743 -0.392 -0.811 -1.457
C 1.32071 -2.26463 -0.95440 4.132 5.332 0.639
O 1.23315 0.94848 3.07423 0.389 0.236 -0.715
O -0.63440 -1.68066 0.19744 -0.878 0.118 0.908
O -1.67218 0.62900 -1.68489 -1.244 -0.424 -0.506
O 1.25445 0.51353 0.45199 1.806 0.773 1.565
O -1.10002 2.07759 2.77190 1.412 -0.393 0.549
S 0.55275 0.29383 1.93229 -0.828 -1.008 -0.277
H -0.17526 2.05493 -1.45628 -0.654 0.024 -0.695
H 1.31703 0.44070 -1.54819 -0.369 -0.144 0.609
H -1.66133 2.66137 0.20186 -1.391 1.172 -0.016
H -0.48409 -1.26386 -1.76031 1.020 -0.379 0.070
H 0.99711 -3.08711 -1.41064 -0.896 -3.698 -1.673
H 1.91476 -2.41589 -0.00274 -1.199 -0.010 -0.804
H 2.11098 -1.70606 -1.61268 -1.190 -1.464 0.691
H -2.38260 0.17900 -1.14695 1.577 0.886 -0.319
H -0.60626 -2.64216 0.20531 -0.209 0.017 0.283
H -0.28375 1.77413 3.31701 -1.282 1.127 0.167